[1]
148
Properties=species:S:1:pos:R:3:forces:R:3 method="wB97M-V/def2-TZVPD" charge=0 orbital_gap_ev=8.580 spin_multiplicity=1 smiles="CCN(CC)CC.CCN(CC)CC.CCN(CC)CC.CCN(CC)CC.O=C1OCCO1.O=C1OCCO1.O=C1OCCO1.O=C1OCCO1.O=C1OCCO1.O=C1OCCO1" homo_ev=-8.03
C 10.97516 14.95435 17.66826 0.8 1.1 -0.3
C 10.97853 13.58998 18.32140 -0.7 0.4 0.8
N 9.62377 13.02333 18.49562 0.1 -0.9 -0.2
C 9.61018 11.55677 18.69628 -1.3 1.1 -0.2
C 8.31410 10.92845 18.16745 0.2 -0.1 2.3
C 8.77876 13.75001 19.42069 0.2 1.9 0.1
C 9.31352 13.83313 20.86615 1.6 0.7 -0.3
H 12.03310 15.32694 17.70582 -0.8 0.0 0.3
H 10.27703 15.78438 18.01444 0.9 -1.4 -0.3
H 10.85904 14.78151 16.60659 -0.5 0.4 -0.3
H 11.58845 12.94934 17.66181 -0.4 -0.1 0.6
H 11.45014 13.74442 19.30297 0.4 -0.6 -0.1
H 10.36719 11.20297 18.05921 1.4 -0.6 -0.5
H 9.75282 11.21507 19.74223 0.3 0.2 -0.4
H 8.51133 9.86944 18.01301 -0.5 0.0 -0.2
H 7.52311 11.08395 18.90791 0.0 -0.5 0.2
H 7.90159 11.43743 17.35118 0.0 0.5 -1.8
H 7.77496 13.38252 19.48145 -0.6 -0.9 -0.3
H 8.59026 14.77395 18.95836 0.5 -0.9 0.9
H 9.47437 12.86458 21.32865 -0.8 -0.3 0.1
H 8.77671 14.53077 21.52886 0.0 -0.5 -0.3
H 10.37864 14.16462 20.83499 -0.8 0.4 0.0
C 14.03380 22.85247 11.28033 0.2 0.2 0.1
C 13.88251 21.32260 11.61799 -0.5 1.3 0.4
N 12.46767 20.95620 11.59726 -0.2 -0.8 1.2
C 12.00880 20.64163 12.97678 -0.3 -0.5 -0.2
C 10.46665 20.61063 13.05840 0.4 0.7 -1.0
C 12.19634 19.85191 10.68131 1.0 0.9 -0.3
C 12.12580 20.41601 9.25845 -0.4 -1.4 -0.1
H 13.68648 23.59059 12.07359 0.7 -1.2 -0.6
H 13.30973 23.03849 10.47365 0.4 -0.1 0.0
H 15.06197 23.12993 10.89327 -1.1 -0.3 0.7
H 14.40582 20.71637 10.91156 0.5 -0.2 -0.9
H 14.29962 20.97129 12.56782 0.2 0.6 0.2
H 12.49182 19.71023 13.35969 -0.3 0.2 -0.3
H 12.38703 21.42278 13.63264 -0.1 0.2 0.0
H 10.05551 20.57650 14.06206 0.2 0.2 0.2
H 10.15904 21.50647 12.48977 -0.1 0.0 0.7
H 9.96068 19.82831 12.50832 0.3 -0.6 0.0
H 11.30318 19.34309 10.99634 -0.6 0.0 -0.2
H 12.96801 19.06259 10.69668 0.2 0.0 0.3
H 11.29339 21.13702 9.22598 0.4 -0.3 -0.4
H 11.95131 19.50296 8.63937 -0.3 0.9 -0.1
H 13.07586 20.85454 8.89637 -0.5 0.1 0.4
C 14.12068 11.83157 19.21216 -0.3 -0.7 -1.1
C 14.43013 12.25257 17.71478 -0.2 -1.6 0.3
N 15.86300 12.26196 17.43390 0.7 0.0 -0.2
C 16.30748 11.06735 16.76928 -0.5 -1.6 -2.0
C 16.14231 9.71714 17.45954 -1.7 -0.1 0.6
C 16.37239 13.39770 16.65376 -1.0 0.8 1.0
C 16.27936 14.71811 17.42550 0.1 0.2 -0.5
H 13.04804 11.55255 19.31871 0.5 0.4 -0.1
H 14.35656 12.61250 19.95054 0.1 -0.3 -0.4
H 14.66528 10.88452 19.43339 -0.2 0.9 0.0
H 13.97675 11.50241 16.98630 0.0 0.8 0.9
H 13.99670 13.20994 17.47987 -0.2 0.4 0.0
H 15.81616 10.88345 15.72996 0.3 0.7 1.1
H 17.36042 11.14148 16.50639 0.2 0.3 0.3
H 16.73970 8.95767 16.97710 0.4 -0.1 -0.1
H 16.40483 9.82805 18.50234 0.4 -0.3 0.3
H 15.08967 9.29041 17.45237 1.0 0.8 -0.1
H 15.81043 13.51363 15.70153 0.5 -0.2 0.0
H 17.43712 13.26343 16.55724 0.3 -0.5 -0.8
H 15.22703 14.94703 17.63831 0.4 0.0 0.5
H 16.61679 15.54080 16.75171 0.0 -0.5 0.6
H 16.94214 14.64328 18.31636 -0.8 0.3 -0.4
C 16.59106 16.29708 13.50050 1.3 0.8 0.6
C 15.51032 17.01578 14.31037 -0.2 -0.8 0.8
N 14.29815 16.16318 14.21022 0.7 1.6 -0.2
C 13.46867 16.35552 15.36304 -1.6 -1.1 -0.4
C 12.90651 17.75030 15.67881 0.2 -1.7 -0.2
C 13.60298 16.26801 12.92422 0.0 -1.2 0.8
C 12.78462 14.97903 12.68997 -0.7 0.5 -0.1
H 16.25517 16.12704 12.50571 -0.3 0.1 -1.0
H 16.74083 15.28428 13.89070 0.2 0.3 0.3
H 17.57164 16.85434 13.40965 -1.0 -0.6 0.3
H 15.74693 17.08280 15.41540 0.1 -0.3 -1.2
H 15.33581 18.06922 14.04897 0.1 -0.1 -0.5
H 14.08592 15.97828 16.15720 -0.1 -0.1 0.9
H 12.62859 15.63300 15.17269 0.4 0.6 0.7
H 12.32012 18.09351 14.86782 -0.8 0.4 -0.9
H 13.69914 18.42786 15.81832 1.0 1.0 0.5
H 12.27415 17.68268 16.54562 -0.2 0.1 0.5
H 12.96452 17.15678 12.78315 0.3 0.0 0.1
H 14.41710 16.26965 12.24424 0.2 0.3 -1.1
H 13.05858 14.19478 13.38315 0.3 -0.1 0.3
H 11.71916 15.18680 12.89164 0.2 -0.2 -0.4
H 12.92685 14.58065 11.67818 -0.2 0.3 0.2
C 10.18294 15.88875 10.25776 -0.3 1.3 0.0
C 8.81435 15.81684 9.52704 1.2 1.8 -0.9
O 8.08312 16.92880 10.04486 0.5 0.6 0.3
C 8.72206 17.47973 11.12140 -0.1 -0.8 -1.8
O 8.22925 18.38772 11.70986 0.6 0.0 0.7
O 9.95046 16.91471 11.26883 -0.7 0.3 0.3
H 11.10216 16.22594 9.72075 -1.0 -0.5 0.0
H 10.34102 14.96360 10.75821 0.5 -0.7 0.5
H 8.23285 15.01489 9.85722 -0.5 -1.8 0.0
H 8.91424 15.91255 8.41020 -0.3 -0.2 1.1
C 8.21357 14.16447 15.71648 0.8 0.6 0.8
C 9.23389 13.37134 14.91458 1.2 -1.2 1.7
O 8.84344 13.47574 13.55035 -0.4 1.2 0.8
C 8.04214 14.56405 13.52075 -1.6 0.3 -2.1
O 7.66224 15.04131 12.47930 0.4 0.1 0.6
O 7.58287 14.97213 14.71954 0.6 -0.4 -0.7
H 8.70183 14.82396 16.45135 -0.3 -0.3 -0.4
H 7.49446 13.57293 16.25127 -0.5 -0.4 -0.1
H 9.19820 12.28866 15.19198 0.3 1.2 -0.1
H 10.26093 13.81872 15.07584 -1.1 -0.8 -0.5
C 15.90702 12.57396 11.66201 -2.5 -0.5 2.0
C 15.53915 11.49523 12.76264 0.9 0.8 0.0
O 14.74004 10.54631 12.03776 0.2 1.2 -0.6
C 14.27377 11.19327 10.90705 0.8 -1.5 0.0
O 13.54620 10.66532 10.13010 -0.6 0.0 -0.1
O 14.83423 12.37736 10.70978 0.8 0.5 0.5
H 16.84811 12.37819 11.26317 1.5 -0.4 -1.2
H 15.85641 13.59495 12.03336 -0.1 0.0 0.0
H 14.92974 11.92177 13.57592 0.3 -0.1 -0.3
H 16.47833 11.03889 13.17616 -1.1 0.1 -0.4
C 15.15984 18.59076 8.23956 0.3 0.0 0.2
C 14.15135 18.10443 7.23117 -1.3 -1.3 0.4
O 13.35152 17.15023 8.05685 1.8 0.2 0.4
C 14.20482 16.71981 9.06735 -1.3 0.2 -0.7
O 13.93610 15.84775 9.83023 0.2 0.1 -0.2
O 15.32994 17.44638 9.05622 -0.1 -0.7 1.0
H 14.81458 19.44276 8.86062 0.0 -0.5 -0.5
H 16.16309 18.75052 7.89599 0.2 0.6 -0.7
H 14.50983 17.51705 6.36046 0.1 0.7 0.5
H 13.40744 18.83002 6.98171 0.0 0.6 -0.6
C 11.28938 10.76875 11.98214 -0.4 0.1 3.5
C 9.98521 10.39344 12.71066 0.5 -0.2 -0.7
O 10.22520 10.65858 14.08827 -0.5 -0.6 0.6
C 11.34884 11.32110 14.28252 1.5 1.6 -1.3
O 11.74784 11.80608 15.31254 -0.3 -1.0 -1.1
O 11.96408 11.52508 13.03894 -0.1 -0.3 1.4
H 11.14260 11.48102 11.22829 -0.1 0.3 -1.5
H 11.87233 9.90447 11.80499 0.7 -0.5 -0.9
H 9.73743 9.33400 12.64232 -0.2 0.2 -0.2
H 9.23924 11.06288 12.32165 -0.9 0.0 0.3
C 6.81039 18.43495 14.39349 0.1 0.0 0.4
C 5.94331 17.82247 15.49826 -0.5 -0.2 1.8
O 6.91618 17.30511 16.50457 -1.1 0.3 -1.6
C 8.11955 17.47821 15.97352 2.4 -0.5 1.2
O 9.14057 17.02624 16.45652 -1.1 0.5 -0.3
O 8.14478 18.25236 14.90375 -0.5 0.3 -0.5
H 6.59302 19.50241 14.30677 0.3 -0.2 -0.2
H 6.80643 17.93818 13.42503 -0.5 0.1 0.1
H 5.28661 16.99874 15.21359 0.4 0.0 -0.2
H 5.31668 18.52612 16.09094 0.5 -0.2 -0.7

=====

[2]
142
Properties=species:S:1:pos:R:3:forces:R:3 method="wB97M-V/def2-TZVPD" s_squared=2.01 charge=+1 orbital_gap_ev="7.266 / 8.386" spin_multiplicity=3 homo_ev="-9.68 / -10.80"
C -1.71922 -5.97287 -5.07532 0.0 0.0 0.0
C -0.59996 -4.94104 -5.19565 -0.1 -0.2 -0.1
C 0.61671 -5.46761 -5.96835 -0.2 0.1 0.3
C 1.52876 -4.36145 -6.50536 0.4 -0.3 0.1
C 2.48295 -3.80043 -5.43025 -0.5 0.0 0.0
C 1.97818 -2.47737 -4.81769 0.4 -0.3 0.0
C 2.29463 -2.32560 -3.31536 0.0 -0.1 -0.4
N 1.08500 -2.06469 -2.53225 0.0 0.4 0.5
C 0.57291 -0.68344 -2.75539 -0.4 -0.1 0.0
C -0.74788 -0.70372 -3.57850 0.1 -0.2 -0.1
C -0.71660 0.03477 -4.92808 -0.1 0.1 -0.1
C -1.51867 1.33485 -4.98765 0.0 0.0 -0.2
O -2.74781 1.14056 -4.30081 0.0 0.2 0.1
C 0.52519 0.23244 -1.49824 0.0 0.0 -0.4
C -0.23065 1.53014 -1.75720 0.3 0.2 -0.1
C 0.20387 2.66167 -0.80440 -0.3 -0.2 0.1
C 1.24726 3.54325 -1.46020 0.1 0.2 0.3
Cl 1.86618 4.76781 -0.31622 0.0 0.0 0.0
N 0.10508 -0.48698 -0.21300 0.3 0.3 -0.3
B -0.96679 0.18906 0.70303 0.0 0.1 0.3
O -0.45233 0.48720 1.92792 -0.2 -0.5 -0.2
C -2.43331 0.51924 0.34446 -0.2 0.1 0.0
C -3.41881 -0.06598 1.39962 0.0 0.3 -0.1
C -0.11143 -1.96669 -0.40051 -0.1 -0.4 0.6
C -1.46803 -2.28745 -1.02170 0.0 0.1 -0.5
C -2.46216 -2.89022 -0.07250 -0.1 0.5 -1.1
O -2.23698 -3.37062 0.96687 0.3 -0.5 1.5
Cl -4.09434 -2.82806 -0.72237 -0.3 -0.1 -0.2
C 1.09570 -2.57625 -1.13650 0.2 0.3 -0.9
C 0.97175 -4.12022 -1.20864 -0.1 -0.1 0.2
C 1.53953 -5.08782 -0.15551 0.2 -0.3 -0.4
C 3.05355 -5.34683 -0.23298 0.0 0.3 -0.1
I 0.90189 -4.79487 1.86160 -0.1 0.0 0.2
P 2.64845 -1.99174 -0.27648 -0.1 0.2 0.5
N 2.38917 -1.58870 1.21436 0.2 -0.1 -0.2
H -1.41914 -6.83100 -4.47115 0.0 0.0 0.0
H -1.99841 -6.35100 -6.06080 0.0 0.0 0.0
H -2.61710 -5.53890 -4.63215 0.0 0.0 0.1
H -0.30003 -4.62737 -4.18824 0.0 0.2 -0.1
H -0.99515 -4.06254 -5.71665 0.0 0.1 0.1
H 1.19750 -6.11252 -5.29998 0.0 -0.1 -0.1
H 0.27026 -6.11361 -6.77817 0.0 0.1 -0.1
H 2.12345 -4.77484 -7.32209 -0.1 0.1 0.0
H 0.91788 -3.55358 -6.91551 0.0 0.0 -0.1
H 3.48341 -3.68160 -5.84534 0.0 0.1 0.1
H 2.55002 -4.54911 -4.63329 0.1 0.0 0.0
H 2.43714 -1.65234 -5.36581 -0.3 0.1 -0.1
H 0.89753 -2.44852 -4.95147 0.0 0.2 0.0
H 2.75055 -3.25633 -2.97505 0.0 0.0 0.1
H 3.05450 -1.54276 -3.18544 -0.1 0.0 0.1
H 1.30304 -0.17389 -3.39191 0.1 0.0 0.1
H -1.59708 -0.32705 -3.01279 0.0 0.1 0.0
H -0.95487 -1.75381 -3.77836 0.0 0.0 0.0
H -1.12314 -0.63065 -5.69148 0.0 0.0 0.0
H 0.30784 0.26235 -5.23821 0.0 -0.1 0.0
H -1.70082 1.57721 -6.03962 0.0 0.0 0.0
H -0.96465 2.18514 -4.57218 0.0 -0.1 0.1
H -3.20188 1.98771 -4.22290 0.0 -0.1 -0.1
H 1.54657 0.55866 -1.30620 0.1 -0.2 0.2
H -1.30970 1.41964 -1.78387 -0.1 -0.2 0.0
H 0.04263 1.81434 -2.77829 0.0 0.0 0.1
H 0.61283 2.26024 0.13060 0.0 0.0 0.0
H -0.65707 3.26779 -0.51922 0.0 0.1 0.0
H 2.11496 2.96696 -1.77831 0.0 0.0 -0.2
H 0.82058 4.09833 -2.29211 0.1 -0.1 -0.1
H 0.92584 -0.47693 0.42590 0.0 0.0 0.1
H -0.52371 -0.18037 2.62273 0.2 0.3 0.1
H -2.48087 1.61384 0.43633 0.0 0.0 -0.1
H -2.75605 0.29541 -0.67122 0.0 -0.1 0.0
H -3.00106 -0.89405 1.97312 -0.1 -0.1 -0.1
H -3.71372 0.70497 2.10871 0.0 0.0 0.1
H -4.32261 -0.41232 0.90318 0.0 -0.1 0.1
H -0.08009 -2.37155 0.61753 0.0 0.0 -0.1
H -1.36156 -2.98923 -1.85329 0.0 0.0 0.0
H -1.94701 -1.43095 -1.48362 0.1 0.0 0.1
H 1.43972 -4.42570 -2.14473 0.0 0.0 0.0
H -0.08146 -4.37852 -1.33403 0.0 0.1 0.0
H 1.06091 -6.03710 -0.38785 -0.1 0.1 0.0
H 3.25884 -6.41344 -0.17784 0.0 0.0 0.2
H 3.61566 -4.84235 0.55285 0.0 -0.1 0.0
H 3.45011 -4.99122 -1.18913 0.0 -0.1 0.0
H 2.95324 -0.86430 -1.04935 0.1 -0.1 -0.3
H 3.68233 -2.86402 -0.62879 0.0 -0.1 0.0
H 2.96301 -2.04197 1.91214 -0.2 0.1 0.2
C 4.65877 1.19950 7.02104 -0.1 0.0 0.0
C 4.95964 -0.28250 7.30102 0.0 0.6 0.1
C 6.08515 -0.78611 6.39543 0.1 -0.2 -0.2
C 5.66330 -0.92735 4.93330 -0.1 0.0 0.0
C 4.41576 -1.80122 4.80230 0.3 -0.1 0.1
C 3.25465 -1.36096 5.69896 -0.5 0.4 -0.3
N 3.75199 -1.14668 7.09371 0.7 -0.7 -0.3
O 3.81425 -2.24383 7.75570 -0.3 0.1 0.2
C 2.58700 -0.09811 5.13285 0.0 0.1 0.1
C 2.18657 -2.44641 5.74252 -0.1 -0.2 0.0
C 5.37186 -0.38400 8.76408 0.1 -0.1 0.1
H 5.40467 1.81272 7.52546 0.0 0.0 0.0
H 4.70076 1.46528 5.96802 0.0 0.0 0.0
H 3.67930 1.47845 7.41031 0.0 0.0 0.0
H 6.42391 -1.75957 6.76268 -0.1 0.0 0.1
H 6.93206 -0.10223 6.48408 0.0 0.0 0.0
H 5.49074 0.05463 4.48464 0.0 0.0 0.0
H 6.47883 -1.37902 4.36546 0.0 0.0 0.0
H 4.06183 -1.80357 3.76748 0.0 0.0 0.0
H 4.67929 -2.83362 5.05185 0.0 0.0 0.1
H 1.86405 0.30334 5.84426 0.0 0.0 0.0
H 2.05714 -0.36108 4.21529 0.0 -0.1 0.0
H 3.28669 0.69059 4.87418 0.0 0.0 0.0
H 2.59432 -3.41573 6.01745 0.0 0.0 0.1
H 1.73431 -2.53900 4.75321 0.0 0.0 -0.1
H 1.40069 -2.19760 6.45642 0.0 0.0 0.0
H 4.56801 -0.04311 9.41749 0.0 0.0 0.0
H 6.24208 0.25241 8.92583 0.0 0.0 0.0
H 5.63268 -1.40045 9.04510 0.0 0.0 0.0
C -5.12700 3.67254 0.41957 0.0 0.1 0.0
C -4.27581 4.62846 -0.43499 -0.3 -0.6 0.2
C -3.01363 5.05324 0.31814 0.2 0.2 0.1
C -3.29833 6.00398 1.47964 -0.1 0.0 0.0
C -4.10110 7.21719 1.00705 0.3 0.0 0.0
C -5.37013 6.86199 0.22651 -0.6 0.0 0.3
N -5.03572 5.85194 -0.83069 0.9 0.4 0.0
O -4.55868 6.38824 -1.89470 -0.3 -0.1 -0.2
C -6.46703 6.34804 1.16985 0.0 -0.1 0.0
C -5.91968 8.10335 -0.46561 0.1 0.1 -0.1
C -3.90285 3.86780 -1.70061 0.1 0.1 -0.2
H -4.70205 2.66986 0.36511 0.0 0.0 0.0
H -5.16065 3.94030 1.47169 0.0 0.0 0.0
H -6.14888 3.61975 0.04431 0.0 0.0 0.0
H -2.33135 5.54903 -0.38101 -0.1 0.0 -0.1
H -2.50183 4.15468 0.67850 0.0 0.0 0.0
H -3.82350 5.48416 2.28523 0.0 0.0 0.0
H -2.35360 6.34427 1.90610 0.0 0.0 0.0
H -4.38777 7.83484 1.86029 0.0 0.0 0.0
H -3.46102 7.83597 0.37121 0.0 0.0 -0.1
H -7.30852 5.95258 0.59993 0.0 0.0 0.0
H -6.83108 7.17865 1.77315 0.0 0.1 0.0
H -6.13103 5.58264 1.86327 0.0 0.0 0.0
H -5.16633 8.60016 -1.07093 0.0 -0.1 0.0
H -6.26426 8.80286 0.29600 0.0 0.0 0.0
H -6.76227 7.85056 -1.10925 0.0 0.0 0.0
H -4.79903 3.57567 -2.25127 0.0 0.0 0.0
H -3.36146 2.96325 -1.41570 0.0 -0.1 0.0
H -3.27069 4.46174 -2.35836 0.0 0.0 0.0

=====

Question: Which value of charge does entry 1 give?
Answer: 0

=====

Question: Which of these has the highest charge?
Answer: C42H85BCl2IN5O5P

=====

Question: The highest charge belongs to which entry?
Answer: C42H85BCl2IN5O5P